# C6H11N3O

C6H11N3O in the gas phase (the ωB97M-V functional and the def2-TZVPD basis, OMol25).

As for the energy relative to the best compared isomer or geometry (same formula, charge and spin): 125.8 kcal per mole. As for the LUMO energy (spin up / spin down): -0.251 / -0.253 eV. The value obtained for the HOMO energy (spin up / spin down) is -9.72 / -9.72 eV. As for the spin multiplicity: 1. The energy comes out at -474.56561 Eh. As for the structure (SMILES): CC(C)(C)/N=[N+](\[O-])CC#N.

```
21
Properties=species:S:1:pos:R:3:forces:R:3
C -3.503481 -0.449291 -0.087904 0.054 0.197 0.223
C 0.934145 -0.237795 -1.618730 -0.839 2.882 2.430
C 1.642161 1.157070 0.324854 -4.889 0.177 1.538
C 1.788291 -1.331836 0.414384 0.233 -1.442 4.795
C -2.689592 0.241846 0.871557 0.983 -0.973 3.279
C 1.004091 -0.174693 -0.038109 -0.566 1.340 -2.730
N -4.140955 -1.000028 -0.855521 -0.468 -0.402 -0.522
N -0.320410 -0.314647 0.506400 -5.756 1.514 1.000
N -1.367424 0.553190 0.332873 5.572 -1.313 -0.961
O -1.350772 1.649543 -0.267777 0.235 -0.555 -0.038
H 0.116427 -0.770777 -1.937463 -1.509 -2.079 -0.809
H 0.663242 0.770199 -1.926490 0.439 0.212 -0.341
H 1.870295 -0.530243 -1.954100 1.492 -0.585 -1.034
H 0.769833 1.870254 0.193822 1.343 -0.277 0.030
H 2.372301 1.436749 -0.318775 2.638 0.699 -1.493
H 1.816209 1.137513 1.380188 0.904 0.258 0.546
H 1.150091 -2.153003 0.903625 0.727 1.002 -1.287
H 2.424576 -1.711531 -0.329681 0.815 -0.654 -0.817
H 2.424959 -1.027415 1.335823 -0.665 -0.430 -1.536
H -3.048066 1.208042 1.203475 -0.533 0.124 -0.464
H -2.555912 -0.323153 1.867553 -0.211 0.305 -1.810
```
Forces are in eV/Å.


# C5H12OS

C5H12OS in the gas phase (the ωB97M-V functional and the def2-TZVPD basis, OMol25).

As for the energy relative to the best compared isomer or geometry (same formula, charge and spin): 99.4 kcal per mole. As for the LUMO energy: 0.754 eV. The value obtained for the HOMO energy is -7.84 eV. As for the spin multiplicity: 1. The energy comes out at -670.97485 Eh. As for the structure (SMILES): C=[S@@](C)(=O)C(C)C.

```
19
Properties=species:S:1:pos:R:3:forces:R:3
C 1.898594 1.301437 -0.452961 -3.450 -0.633 -2.953
C -1.374019 1.475466 -0.092413 -1.320 -1.448 -2.643
C -1.511429 -0.777373 0.881323 0.059 -1.590 0.949
C 1.454495 -1.579774 -0.517386 -0.739 -1.625 -0.537
C -0.893515 0.074079 -0.167890 1.681 -1.013 -1.602
O 1.284462 -0.024399 1.658150 -0.759 0.025 -1.550
S 1.039715 0.121399 0.192725 1.350 -2.027 1.741
H 2.659702 1.722327 0.041384 2.508 1.272 1.946
H 1.574047 1.656511 -1.430705 0.176 -0.071 0.244
H -1.112652 1.876807 0.793372 1.296 1.807 2.832
H -1.115002 2.035221 -0.963624 0.495 0.678 -0.258
H -2.445234 1.435987 -0.070762 -0.844 -0.033 -0.093
H -1.304794 -0.165016 1.772531 -0.689 -0.928 0.408
H -1.073392 -1.831913 0.993878 -0.348 1.693 -0.038
H -2.597143 -0.977275 0.673216 0.881 0.678 0.307
H 1.572003 -1.576444 -1.635087 -1.039 0.611 0.775
H 2.428694 -2.176133 -0.346841 -1.375 1.534 1.102
H 0.523528 -2.177892 -0.171451 1.826 0.501 -0.895
H -1.008069 -0.413008 -1.157457 0.290 0.569 0.265
```
Forces are in eV/Å.


# C3H8N2O2

A molecular structure, C3H8N2O2 (the ωB97M-V functional and the def2-TZVPD basis, OMol25).

As for the energy relative to the best compared isomer or geometry (same formula, charge and spin): 122.7 kcal per mole. As for the LUMO energy: 0.506 eV. The value obtained for the HOMO energy is -8.46 eV. As for the spin multiplicity: 1. The energy comes out at -378.94545 Eh.

```
15
Properties=species:S:1:pos:R:3:forces:R:3
C 1.109090 1.618246 0.205978 1.736 -3.159 -3.274
C -1.204686 -1.649572 -0.118119 0.931 -0.982 0.119
C 1.048757 0.118704 -0.185079 -5.255 2.446 -0.316
N -1.161950 0.471446 1.139972 -1.837 -0.699 0.928
N -0.669715 -0.403923 0.330630 3.713 2.322 -0.682
O -2.279718 0.263514 1.692076 1.528 -0.252 -1.276
O 1.124743 -0.239960 -1.465626 0.378 0.498 -1.986
H 0.730307 2.212553 -0.585153 -0.059 0.647 -1.064
H 2.150648 1.732923 0.370503 0.849 0.954 0.513
H 0.460803 1.741250 0.954238 -1.777 0.703 3.464
H -0.733194 -1.970125 -1.117253 -1.153 1.055 1.127
H -0.750600 -2.434703 0.568552 -1.446 0.525 -0.428
H -2.299690 -1.448716 -0.082429 0.598 -1.187 -0.181
H 1.607146 -0.478009 0.419435 1.539 -1.898 1.519
H 0.868057 0.466370 -2.127719 0.255 -0.973 1.538
```
Forces are in eV/Å.


# C29H45B2F6O22P2

7 unconnected molecules or ions with the total composition C29H45B2F6O22P2 (the ωB97M-V functional and the def2-TZVPD basis, OMol25).

As for the LUMO energy: 1.762 eV. The value obtained for the HOMO energy is -3.44 eV. As for the spin multiplicity: 1. The energy comes out at -4118.89638 Eh. As for the total charge: -1.

```
106
Properties=species:S:1:pos:R:3:forces:R:3
C -3.503348 2.004110 5.261734 0.752 0.534 -0.323
C -2.875141 0.466665 5.196724 -0.364 2.088 -0.296
O -3.757769 -0.299172 4.302688 1.508 -2.850 0.987
B -3.393888 -1.730026 4.243766 -0.209 1.219 1.024
O -3.966534 -2.594349 5.335611 -1.514 0.726 -2.625
C -2.479313 -2.449456 3.082744 -1.315 -0.032 0.711
O -2.712733 -1.628753 1.872277 0.540 -2.446 1.372
B -1.377309 -0.966516 1.710778 -0.223 -1.003 0.855
P -1.265701 -0.057375 0.026370 -0.523 0.679 -1.837
C 0.222798 -0.634209 -1.027389 1.226 0.288 0.605
C 1.630379 -0.244635 -0.229700 -0.056 -0.803 -0.566
C -1.113463 1.813763 0.511261 0.445 0.564 0.565
C -2.604284 2.514384 0.241353 0.635 -0.146 -0.358
O -0.408780 -2.058542 2.020386 0.346 -1.291 1.713
C -0.871905 -2.673522 3.308643 0.305 0.169 -1.978
P 0.084583 -1.625071 4.585756 0.139 0.889 0.087
C -0.245362 -2.313896 6.342255 0.062 -1.335 0.593
C 1.968000 -1.831829 4.131569 1.524 -0.504 0.230
C 2.633098 -0.321476 3.863897 -0.980 0.091 0.043
H -4.309317 2.198840 4.404330 1.701 -0.728 1.960
H -3.914712 2.273405 6.334291 0.900 -0.516 -2.657
H -2.612016 2.744325 5.015945 -1.853 -1.418 0.575
H -1.829069 0.538661 4.672862 -1.889 -0.381 1.349
H -2.842927 0.064880 6.300774 0.119 0.411 -2.215
H -4.872582 -2.881500 4.959629 2.105 0.535 1.010
H -2.935060 -3.535199 3.039273 0.722 1.841 -0.514
H -1.413020 -0.174725 2.584254 0.528 1.170 0.630
H 0.254531 -0.092144 -2.065671 -0.280 -1.117 1.870
H 0.110314 -1.800067 -1.209723 0.246 2.567 0.491
H 2.119292 0.621113 -0.852402 -0.613 -1.611 1.466
H 2.321042 -1.215314 -0.244124 -1.154 2.264 0.165
H 1.422056 0.088049 0.893219 0.490 -0.776 -2.544
H -0.260635 2.337011 -0.095306 -1.633 -0.843 0.995
H -0.796728 1.868279 1.658775 -0.843 0.003 -2.428
H -3.311319 1.638612 -0.108776 1.175 1.890 0.958
H -3.007497 3.107673 1.166375 1.029 -1.587 -1.860
H -2.539213 3.270684 -0.658448 -0.062 -1.390 1.675
H -0.568813 -3.804688 3.400826 -0.671 1.961 -0.545
H 0.282067 -1.647183 7.178791 -1.221 -1.442 -1.954
H 0.127393 -3.440671 6.433800 -0.822 2.259 0.132
H -1.421802 -2.301241 6.487452 2.447 0.021 -0.182
H 2.130739 -2.509582 3.188225 -0.551 1.369 1.727
H 2.581113 -2.348242 5.012693 -1.380 1.006 -1.741
H 3.216319 0.067043 4.819333 -1.038 -0.915 -2.114
H 3.283910 -0.286400 2.879516 -1.167 -0.157 2.194
H 1.721673 0.409345 3.712458 1.868 -1.341 0.199
C 0.167526 -6.509486 -2.157406 -0.701 -0.966 -0.362
C 0.793400 -5.936703 -0.931886 0.394 -0.193 0.718
O 1.493675 -4.812471 -1.414171 -0.813 0.220 -0.652
C 0.792619 -4.400300 -2.507473 0.283 2.627 -1.354
O 0.923192 -3.306793 -3.031936 -0.158 -2.701 0.942
O -0.081282 -5.359501 -2.940719 0.554 0.897 0.218
F 1.687770 -6.799146 -0.399010 0.148 -0.153 0.254
H 0.839647 -7.181079 -2.702020 0.107 0.076 0.244
H -0.761139 -7.043720 -1.939307 0.061 0.241 -0.138
H 0.075904 -5.622946 -0.166200 0.199 -0.040 0.043
C -6.188103 6.101739 1.374710 -0.718 1.002 0.067
C -6.170026 4.655518 1.014412 -0.002 -0.512 -0.642
O -4.827089 4.280953 1.222030 -0.577 0.748 0.815
C -4.376614 5.107823 2.206932 3.078 -0.476 1.831
O -3.357769 4.915331 2.849403 -2.613 0.661 -1.632
O -5.210433 6.176310 2.392820 0.475 -0.612 0.046
F -6.463558 4.480683 -0.293614 -0.210 -0.180 -0.205
H -5.894814 6.749528 0.541800 -0.037 -0.283 -0.086
H -7.164593 6.426103 1.744370 0.235 -0.013 0.117
H -6.825866 4.031220 1.630566 0.020 -0.046 -0.205
C 4.090410 -2.676410 -5.158577 0.143 -1.311 -0.147
C 3.575777 -1.805319 -4.064021 -0.256 -0.246 1.190
O 3.978222 -0.512273 -4.455114 -0.124 0.058 -1.394
C 4.016645 -0.549570 -5.816659 0.104 1.882 -1.206
O 4.053913 0.440853 -6.527675 0.069 -2.018 1.335
O 4.000479 -1.833195 -6.289440 -0.031 1.310 0.003
F 4.176267 -2.101201 -2.889487 -0.053 0.003 0.106
H 5.134048 -2.972751 -5.008945 -0.099 0.147 0.196
H 3.485639 -3.577392 -5.292274 0.018 0.257 -0.137
H 2.487509 -1.831554 -3.943596 0.189 -0.016 0.198
C -6.461648 -0.510661 8.728857 -0.515 -0.730 0.834
C -6.415676 -0.250705 7.261884 -0.336 0.052 -0.688
O -5.563639 0.866790 7.151789 0.372 -0.599 0.844
C -4.714259 0.770907 8.212936 2.710 1.650 0.378
O -3.668986 1.391886 8.311204 -2.613 -1.523 0.209
O -5.172819 -0.112650 9.151299 0.474 0.541 -0.563
F -7.636016 0.096603 6.795183 -0.336 0.017 -0.250
H -7.215273 0.095184 9.243043 -0.022 0.029 -0.269
H -6.641730 -1.564198 8.959120 0.222 0.163 0.033
H -6.012779 -1.080488 6.671414 -0.057 0.158 -0.088
C 7.265633 0.409947 -7.513731 -1.326 0.220 0.318
C 8.005777 0.299676 -8.802810 0.024 0.516 -0.536
O 9.340578 0.092941 -8.399758 -0.296 -0.608 0.525
C 9.253537 -0.544449 -7.198580 2.261 -1.504 1.816
O 10.180956 -1.131558 -6.666540 -2.200 1.439 -1.256
O 7.997020 -0.452350 -6.665519 1.133 -0.316 -0.345
F 7.944630 1.459476 -9.494755 -0.004 0.111 -0.339
H 7.281950 1.424352 -7.101291 0.086 -0.031 -0.263
H 6.225798 0.083829 -7.601953 0.196 0.007 0.152
H 7.680019 -0.531125 -9.437769 0.048 0.195 -0.090
C 3.231949 3.769569 -7.295974 0.265 -0.322 1.289
C 3.851700 3.624404 -8.643763 0.334 -0.742 -0.306
O 2.803964 3.957623 -9.525861 -0.103 0.707 0.504
C 2.024109 4.835413 -8.834498 -2.436 1.921 -0.921
O 1.182425 5.554007 -9.347391 1.981 -1.742 1.214
O 2.305526 4.818254 -7.495848 -0.290 0.312 -1.174
F 4.210413 2.341442 -8.873968 0.281 -0.071 -0.212
H 2.697138 2.868888 -6.976380 0.229 -0.034 -0.228
H 3.963797 4.034056 -6.527967 -0.232 0.097 -0.098
H 4.705489 4.287626 -8.818980 0.015 -0.186 -0.092
```
Forces are in eV/Å.